1.
Entry from the Open Molecules 2025 dataset: a cluster of 2 separate species, C4H8ClIO in total in a non-equilibrium geometry (ωB97M-V with the def2-TZVPD basis set).

The geometry in ORCA input format:
```
! RIJCOSX wB97M-V def2-TZVPD def2/J DEFGRID3
* xyz 0 1
C -0.20985 1.14283 0.79017
C 0.13850 -2.72565 -0.60979
C -0.23596 -0.07205 1.78414
C 0.45822 -1.81343 0.25337
O -0.43541 -1.23283 0.99666
Cl 2.11522 -1.33782 0.37863
I -4.26395 0.47804 -0.13007
H 0.66895 1.88856 1.06112
H 0.15994 0.72044 -0.17375
H -1.09727 1.77645 0.82407
H 0.81428 -3.40415 -1.17368
H -2.95446 -0.28224 -0.44996
H -0.93204 -2.95517 -0.68369
H -1.27114 -0.00374 2.37328
H 0.62916 -0.21627 2.37554
*
```

The LUMO energy is 0.6 eV. As for the SMILES: C=C(Cl)OCC.I.

---

2.
Entry from the Open Molecules 2025 dataset: a cluster of 2 separate species, C4H8ClN in total in a non-equilibrium geometry (ωB97M-V with the def2-TZVPD basis set).

The geometry in ORCA input format:
```
! RIJCOSX wB97M-V def2-TZVPD def2/J DEFGRID3
* xyz 0 1
C -1.75216 -0.14424 -0.64308
C -0.86144 0.69838 -0.17969
C 2.97378 -0.93180 0.24159
C -1.23538 2.05550 0.03332
N 3.47550 -2.00838 0.78120
Cl 4.24861 0.09508 -0.34360
H -2.68148 0.22486 -1.05714
H -1.46427 -1.04936 -1.04804
H 0.11783 0.42204 0.02457
H -0.55554 2.80566 -0.50204
H -0.94124 2.39849 1.10985
H -2.26695 2.12594 -0.18636
H 3.13160 -2.57976 1.51324
H 4.51310 -2.19851 0.71415
*
```

The LUMO energy is 0.8 eV.

---

3.
Entry from the Open Molecules 2025 dataset: a cluster of 2 separate species, C4H8ClN in total in a non-equilibrium geometry (ωB97M-V with the def2-TZVPD basis set).

The geometry in ORCA input format:
```
! RIJCOSX wB97M-V def2-TZVPD def2/J DEFGRID3
* xyz 0 1
C -2.15516 0.83817 0.97494
C 0.32345 0.82628 -0.82143
C -0.10699 -1.58333 0.18662
C 0.34794 -0.15956 0.32027
N -2.60459 -0.08341 0.40032
Cl -4.64326 0.08211 -0.30165
H -2.11364 1.68949 1.57475
H 0.62903 0.38786 -1.82636
H 0.88487 1.75848 -0.83872
H -0.72431 1.16428 -1.05549
H 0.08979 -2.31799 0.98908
H -1.18833 -1.29327 0.20921
H 0.08945 -2.16316 -0.76106
H 0.30808 0.34754 1.31653
*
```

The LUMO energy (alpha / beta) is 0.0 / -2.2 eV.

---

4.
Entry from the Open Molecules 2025 dataset: the molecule C4H8ClN in a non-equilibrium geometry (ωB97M-V with the def2-TZVPD basis set).

The geometry in ORCA input format:
```
! RIJCOSX wB97M-V def2-TZVPD def2/J DEFGRID3
* xyz 0 1
C -0.72801 -0.77024 -1.54141
C -0.40927 -0.12092 -0.23551
C 0.13364 1.24202 0.42893
C 0.93354 0.31742 1.35422
H -0.76363 -1.86179 -1.58208
H 0.05698 -0.46096 -2.39700
H -0.95701 -0.46999 0.65558
H -0.83673 1.68386 0.85641
H 0.53647 2.01767 -0.23696
H 1.94126 0.55598 1.86747
H 0.23575 0.05697 2.38828
H 0.94285 -1.74539 0.45281
N 1.00089 -0.60192 0.20349
Cl -2.08671 0.15730 -2.21422
*
```

The LUMO energy is 0.9 eV. As for the SMILES: ClC[C@@H]1CCN1.

---

For each record above, in turn, the calculated ΔE to the lowest compared entry with this formula, charge and spin values are 9.0 64.9 112.4 66.7 kcal/mol.